[1]
Here is a cluster of 3 separate species, C5H10O3 in total in a non-equilibrium geometry from the Open Molecules 2025 dataset. Energies are from the ωB97M-V functional and the def2-TZVPD basis.

Last column: Mulliken charge in e.
Element x y z (Å)
O 1.580 -1.244 -0.464  -0.5960
C 1.563 -0.380 -1.314  0.6141
O 1.966 -0.285 -2.431  -0.5189
C 0.820 1.136 -0.861  -0.7465
C 0.536 1.282 0.469  0.3431
C -0.737 1.150 1.098  -0.4627
C -1.839 0.660 0.518  -0.5729
H -0.622 -2.704 -1.251  0.2225
H 1.611 1.791 -1.175  0.3532
H -0.090 1.147 -1.452  0.2828
H 0.729 -1.802 1.015  0.4970
H 1.284 1.833 1.030  0.3711
H -0.854 1.509 2.103  0.3196
H -1.916 0.561 -0.558  0.2222
H -2.707 0.474 1.122  0.2853
H -0.736 -1.999 -1.042  -0.2402
H -0.624 -1.227 1.504  0.2967
O 0.038 -1.903 1.689  -0.6703

Its HOMO energy is -9.96 eV. Its LUMO energy is -0.094 hartree. The charge is 0. The calculation puts the strongest force on any atom at 3.29 eV Å⁻¹.



[2]
Here is an isolated molecule of C2H5FN2OS in a non-equilibrium geometry from the Open Molecules 2025 dataset. Energies are from the ωB97M-V functional and the def2-TZVPD basis.

Last column: Mulliken charge in e.
Element x y z (Å)
C 0.007 0.058 -0.187  0.5171
C 0.760 -1.020 -0.869  -0.1331
H -0.532 -1.792 1.717  0.3410
H -0.823 0.720 1.467  0.3077
H 1.621 -1.343 -0.306  0.2078
H 0.904 -0.318 -1.846  0.2445
H -0.504 3.287 -1.050  0.1736
N -0.841 -0.219 0.934  -0.3294
N 0.265 1.260 -0.590  -0.4439
O 0.050 -1.088 1.808  -0.4011
F -0.153 -1.987 -1.069  -0.2728
S -0.756 2.442 -0.009  -0.2114

As for the SMILES: ON/C(CF)=N\S. Its HOMO energy is -9.01 eV. Its LUMO energy is 0.023 hartree. The charge is 0. The calculation puts the strongest force on any atom at 4.00 eV Å⁻¹.



[3]
Here is a cluster of 3 separate species, C6H16N2O in total in a non-equilibrium geometry from the Open Molecules 2025 dataset. Energies are from the ωB97M-V functional and the def2-TZVPD basis.

Last column: Mulliken charge in e.
Element x y z (Å)
C 1.815 -0.398 0.844  1.0224
C 2.704 -0.640 -0.352  -1.2504
C 1.869 1.001 1.401  -1.1724
O 1.200 -1.294 1.389  -0.6373
H -0.784 -1.522 0.925  0.1359
H -0.065 0.150 -0.404  -0.7772
H 3.747 -0.484 -0.071  0.4045
H 2.579 -1.659 -0.718  0.3162
H 2.459 0.071 -1.143  0.3007
H 2.882 1.233 1.722  0.4101
H 1.583 1.717 0.630  0.3234
H 1.182 1.098 2.241  0.3183
C -2.586 -0.593 1.226  -0.7796
N -1.651 -1.349 0.410  -0.3784
C -0.706 0.549 -1.213  1.3386
N -0.646 -0.204 -2.367  -0.4720
C -1.243 1.765 -1.120  -1.0537
H -2.049 -2.251 0.161  0.2047
H 0.119 -0.845 -2.469  0.2159
H -0.967 0.238 -3.203  0.1890
H -2.146 0.374 1.453  0.2051
H -2.845 -1.083 2.174  0.3221
H -3.494 -0.425 0.648  0.3166
H -1.658 2.266 -1.980  0.2432
H -1.300 2.287 -0.183  0.2546

As for the SMILES: CC(C)=O.C=CN.CN. Its HOMO energy is -7.79 eV. Its LUMO energy is 0.031 hartree. The charge is 0. The calculation puts the strongest force on any atom at 1.82 eV Å⁻¹.



[4]
Here is a cluster of 2 separate species, C5H11NO in total from the Open Molecules 2025 dataset. Energies are from the ωB97M-V functional and the def2-TZVPD basis.

Last column: Mulliken charge in e.
Element x y z (Å)
C 1.137 -1.391 0.681  -1.1634
C -0.390 -1.397 0.722  -0.3429
C -1.023 -0.067 0.331  -0.2739
N 1.618 2.159 -0.234  -0.6268
C 0.531 2.691 -0.346  0.7609
O -0.449 3.322 -0.459  -0.4375
C -0.933 0.173 -1.175  -1.2716
H 1.536 -2.383 0.918  0.3495
H 1.530 -1.124 -0.309  0.2822
H 1.549 -0.690 1.418  0.2929
H -0.769 -2.166 0.034  0.2965
H -0.723 -1.680 1.726  0.3094
H -2.080 -0.043 0.620  0.2742
H -0.550 0.761 0.877  0.2167
H 1.755 1.164 -0.132  0.3241
H -1.581 -0.537 -1.703  0.4017
H 0.087 0.018 -1.550  0.2923
H -1.244 1.189 -1.422  0.3157

As for the SMILES: N=C=O.CCCC. Its HOMO energy is -11.05 eV. Its LUMO energy is 0.034 hartree. The charge is 0. The calculation puts the strongest force on any atom at 0.89 eV Å⁻¹.